No. 1
Below is C45H57CoN4OPS2Si as an isolated structure in a non-equilibrium geometry, with properties calculated with ωB97M-V with the def2-TZVPD basis set.

Each line ends with the Mulliken spin population.
Geometry (Å):
Co -0.135 0.050 0.296  2.04
S -1.491 -1.342 -1.246  0.14
C -1.653 -2.900 -0.511  0.03
C -1.991 -4.002 -1.296  -0.01
C -2.099 -5.276 -0.750  -0.01
C -2.454 -6.375 -1.582  0.00
N -2.735 -7.247 -2.278  0.00
C -1.857 -5.453 0.629  0.02
C -1.514 -4.360 1.413  -0.02
C -1.407 -3.074 0.874  0.04
S -0.980 -1.742 1.881  0.10
C -1.962 -6.743 1.225  0.00
N -2.037 -7.777 1.724  0.01
H -2.172 -3.851 -2.352  0.00
H -1.326 -4.500 2.469  0.00
O 0.876 1.460 1.534  0.25
C 1.134 1.492 0.335  -0.01
C 2.079 1.980 -0.570  0.01
C 2.864 3.155 -0.382  0.19
C 3.623 3.632 -1.420  -0.09
C 3.659 2.992 -2.668  0.22
C 2.888 1.852 -2.875  -0.12
C 2.114 1.350 -1.848  0.19
P 0.996 -0.068 -1.853  -0.08
C 0.248 -0.016 -3.522  0.03
C -0.608 1.063 -3.748  0.02
C -1.310 1.176 -4.934  0.00
C -1.169 0.204 -5.915  0.00
C -0.323 -0.873 -5.698  0.00
C 0.384 -0.986 -4.509  0.00
C 2.112 -1.514 -1.989  0.04
C 1.574 -2.795 -2.116  0.00
C 2.401 -3.906 -2.179  0.00
C 3.778 -3.751 -2.120  0.01
C 4.320 -2.481 -1.977  0.00
C 3.496 -1.369 -1.906  0.00
H 2.821 3.677 0.567  0.02
H 4.201 4.540 -1.284  0.00
H 4.262 3.399 -3.468  0.02
H 2.883 1.359 -3.841  0.00
H -0.721 1.803 -2.962  0.01
H -1.981 2.012 -5.091  0.00
H -1.721 0.282 -6.843  0.00
H -0.220 -1.643 -6.452  0.00
H 1.034 -1.836 -4.354  0.00
H 0.501 -2.923 -2.157  0.00
H 1.967 -4.894 -2.272  0.00
H 4.428 -4.616 -2.178  0.00
H 5.394 -2.352 -1.917  0.00
H 3.919 -0.382 -1.775  0.01
C 3.514 0.673 3.203  0.00
C 4.010 0.017 1.916  0.00
N 3.700 -1.406 1.886  0.00
C 4.632 -2.266 2.589  0.00
C 5.734 -2.802 1.672  0.00
C 2.524 -1.848 1.357  0.00
C 2.210 -3.314 1.540  0.00
N 1.743 -1.053 0.724  0.05
H 3.811 1.723 3.226  0.00
H 3.927 0.175 4.083  0.00
H 2.429 0.621 3.242  0.00
H 5.095 0.128 1.829  0.00
H 3.543 0.486 1.055  0.01
H 4.109 -3.094 3.064  0.00
H 5.091 -1.673 3.383  0.00
H 5.303 -3.385 0.858  0.00
H 6.421 -3.434 2.238  0.00
H 6.297 -1.976 1.237  0.00
H 1.961 -3.503 2.586  0.00
H 3.044 -3.950 1.244  0.00
H 1.346 -3.582 0.938  0.00
H 0.857 -1.497 0.445  -0.06
C -0.687 4.110 2.004  0.02
C -1.651 3.760 0.860  0.17
C -2.795 4.781 0.939  0.03
C -0.900 4.026 -0.454  0.10
Si -2.252 1.828 0.936  0.19
C -3.937 1.730 -0.158  0.18
C -4.412 0.293 -0.397  0.00
C -5.118 2.475 0.482  0.03
C -3.689 2.336 -1.545  0.07
C -2.794 1.498 2.836  0.09
C -3.707 0.270 2.944  0.04
C -3.561 2.662 3.482  0.03
C -1.556 1.230 3.704  0.04
H -0.277 5.114 1.837  0.00
H 0.142 3.414 2.068  0.00
H -1.190 4.128 2.970  0.00
H -2.369 5.789 1.013  0.00
H -3.419 4.624 1.818  -0.01
H -3.430 4.764 0.053  0.00
H -0.544 5.064 -0.476  0.00
H -1.533 3.877 -1.329  0.00
H -0.037 3.373 -0.551  -0.02
H -4.514 -0.278 0.525  0.00
H -3.726 -0.242 -1.043  0.01
H -5.390 0.309 -0.895  0.00
H -5.495 1.940 1.354  0.00
H -5.940 2.535 -0.242  0.00
H -4.868 3.491 0.781  -0.01
H -2.874 1.818 -2.056  -0.03
H -3.451 3.399 -1.490  0.01
H -4.588 2.232 -2.162  0.00
H -4.684 0.449 2.494  0.00
H -3.867 0.027 4.001  0.00
H -3.260 -0.601 2.472  -0.01
H -4.460 2.923 2.925  0.00
H -2.946 3.556 3.584  0.00
H -3.870 2.365 4.491  0.00
H -1.020 0.349 3.364  -0.01
H -1.867 1.052 4.741  0.00
H -0.853 2.063 3.696  0.00

Output
- E_tot (Eh) = -4853.192707
- expectation value of S² = 6.121
- multiplicity = 5
- HOMO-LUMO gap (spin up / spin down) (eV) = 5.88 / 5.46
- molecular weight (g mol⁻¹) = 852.10
- lowest unoccupied orbital energy (spin up / spin down) (eV) = 2.295 / 0.934
- net charge = -1
- highest occupied orbital energy (spin up / spin down) (eV) = -3.58 / -4.52

---

No. 2
Below is C45H58F3N7O2PPbSSb as an isolated structure in a non-equilibrium geometry, with properties calculated with ωB97M-V with the def2-TZVPD basis set.

Each line ends with the Mulliken charge.
Geometry (Å):
Pb 0.635 -0.119 -0.509  1.49
S 3.567 -2.615 2.828  -0.04
C 2.083 -3.486 2.459  -0.49
C 1.115 -2.599 2.136  -0.57
N 1.532 -1.287 1.932  0.24
C 2.804 -1.170 2.336  -0.34
H 2.076 -4.599 2.443  0.45
H 0.073 -2.815 1.925  0.48
H 3.369 -0.246 2.395  0.36
C -3.889 2.245 -1.002  -0.95
N -3.087 3.352 -0.479  0.29
C -3.718 4.705 -0.271  -0.70
C -2.821 5.629 0.532  -0.43
C -1.379 5.528 0.098  -0.62
N -0.962 4.125 0.143  0.30
C 0.418 3.824 0.597  -0.85
C -1.752 3.056 -0.206  0.04
O -1.305 1.889 -0.162  -0.27
H -4.913 2.433 -0.685  0.36
H -3.446 1.343 -0.553  0.24
H -3.788 2.119 -2.105  0.22
H -4.699 4.552 0.209  0.39
H -3.952 5.062 -1.284  0.33
H -2.910 5.324 1.573  0.10
H -3.150 6.673 0.479  0.40
H -0.722 6.057 0.812  0.36
H -1.207 5.897 -0.906  0.27
H 0.710 4.457 1.486  0.42
H 1.176 4.104 -0.179  0.27
H 0.531 2.766 0.856  -0.03
O 1.591 -1.588 -2.185  -0.37
P 1.514 -2.601 -3.314  -0.82
N 2.388 -3.904 -2.719  0.64
C 2.657 -5.181 -3.384  -0.45
C 3.085 -6.142 -2.262  -0.78
C 3.716 -5.279 -1.174  -0.53
C 3.087 -3.860 -1.394  -0.20
N 2.181 -1.957 -4.688  0.51
C 2.038 -2.573 -6.066  -0.40
C 2.764 -1.610 -7.023  -0.74
C 3.849 -0.810 -6.153  -0.57
C 3.305 -0.994 -4.663  0.31
N 0.014 -3.096 -3.700  0.22
C -1.028 -2.303 -4.410  -0.66
C -2.282 -2.306 -3.480  -0.42
C -2.186 -3.655 -2.719  -0.56
C -0.743 -4.181 -3.010  -0.72
H 3.501 -5.089 -4.125  0.33
H 1.734 -5.438 -3.952  0.36
H 3.797 -6.884 -2.675  0.38
H 2.153 -6.671 -1.935  0.29
H 4.823 -5.256 -1.153  0.40
H 3.429 -5.570 -0.174  0.29
H 3.885 -3.097 -1.374  0.24
H 2.369 -3.588 -0.580  0.07
H 0.979 -2.728 -6.360  0.25
H 2.505 -3.558 -6.054  0.37
H 2.045 -0.827 -7.352  0.29
H 3.115 -2.255 -7.817  0.41
H 3.939 0.257 -6.453  0.28
H 4.809 -1.344 -6.265  0.33
H 2.995 0.005 -4.292  -0.56
H 4.121 -1.305 -4.023  0.41
H -1.207 -2.829 -5.395  0.40
H -0.588 -1.299 -4.576  0.38
H -3.192 -2.307 -4.089  0.43
H -2.237 -1.362 -2.886  -0.03
H -2.888 -4.397 -3.205  0.28
H -2.393 -3.610 -1.643  0.34
H -0.614 -5.026 -3.678  0.44
H -0.249 -4.415 -2.075  0.32
F 3.197 2.616 -6.773  -0.21
C 2.741 3.549 -5.854  0.66
F 1.818 4.293 -6.573  -0.22
F 3.878 4.320 -5.530  -0.24
C 2.200 2.920 -4.614  0.41
C 0.826 2.482 -4.575  -1.07
C 0.388 1.804 -3.453  -0.50
N 1.204 1.595 -2.386  0.26
C 2.498 1.963 -2.443  -0.23
C 3.075 2.581 -3.575  -1.04
H 0.209 2.652 -5.420  0.62
H -0.632 1.498 -3.292  0.72
H 3.066 1.826 -1.520  0.54
H 4.154 2.728 -3.701  0.51
C -1.790 5.196 6.518  -0.56
C -2.414 4.689 5.405  -0.47
C -2.102 3.438 4.927  -0.44
C -1.115 2.675 5.506  0.39
C -0.380 3.224 6.583  -0.42
C -0.728 4.496 7.042  -0.44
Sb -0.686 0.759 4.544  1.07
C -2.862 0.322 4.436  -0.02
C -3.809 0.617 5.416  0.23
C -5.157 0.515 5.202  -0.82
C -5.620 -0.158 4.069  -0.51
C -4.734 -0.434 3.067  -0.54
C -3.371 -0.085 3.203  -0.40
C -0.299 -0.634 6.173  0.51
C 0.984 -0.672 6.653  -0.45
C 1.470 -1.701 7.507  -0.86
C 0.574 -2.588 7.992  -0.43
C -0.759 -2.603 7.521  -0.71
C -1.191 -1.658 6.596  -0.28
H -2.041 6.203 6.947  0.37
H -3.202 5.255 4.925  0.41
H -2.614 3.095 4.059  0.43
H 0.417 2.644 7.075  0.40
H -0.161 4.913 7.870  0.41
H -3.427 1.024 6.359  0.50
H -5.845 0.769 5.992  0.42
H -6.613 -0.509 4.043  0.48
H -5.082 -0.953 2.182  0.41
H -2.696 -0.347 2.356  0.10
H 1.733 0.076 6.358  0.36
H 2.522 -1.763 7.812  0.43
H 0.900 -3.294 8.750  0.41
H -1.490 -3.259 7.933  0.45
H -2.205 -1.647 6.264  0.48

Output
- E_tot (Eh) = -3754.155168
- HOMO-LUMO gap (spin up / spin down) (eV) = 4.67 / 3.54
- molecular weight (g mol⁻¹) = 1178.00
- lowest unoccupied orbital energy (spin up / spin down) (eV) = -12.275 / -13.406
- net charge = +4
- highest occupied orbital energy (spin up / spin down) (eV) = -16.94 / -16.95

---

No. 3
Below is a 6-piece molecular cluster, C45H59BCl3F24IN3O16 overall in a non-equilibrium geometry, with properties calculated with ωB97M-V with the def2-TZVPD basis set.

Each line ends with the Mulliken charge.
Geometry (Å):
C 7.207 -0.330 1.017  -1.10
C 6.851 0.782 0.013  -0.08
C 6.087 1.947 0.640  -1.31
C 4.602 1.555 0.862  -0.12
C 3.799 1.963 -0.379  -1.92
C 2.492 1.180 -0.681  -0.19
N 2.767 -0.199 -0.547  0.79
C 1.388 1.831 0.170  -1.66
C 1.520 1.959 1.668  0.01
Cl 1.590 3.629 2.166  -0.15
C 1.771 1.090 2.664  0.73
C 1.939 1.495 4.094  -1.77
Cl 2.032 -0.591 2.433  -0.03
N -0.021 1.744 -0.541  2.05
C -0.534 3.168 -0.550  -0.21
C -0.922 3.973 0.683  -0.93
O -0.737 5.132 0.618  -0.46
I -1.990 3.289 2.403  0.08
N -1.033 0.947 0.088  0.60
C -2.324 1.109 -0.451  0.79
C -3.505 0.627 0.310  -2.24
O -2.464 1.639 -1.531  -0.52
C -0.716 -0.286 0.832  0.06
C -1.265 -0.444 2.205  -1.79
O -0.072 -1.136 0.317  -0.31
C 0.348 1.322 -2.007  -0.13
C 0.084 -0.193 -2.298  -4.34
O -1.249 -0.613 -2.131  0.00
C -1.614 -1.606 -3.078  0.09
C -0.912 -2.947 -2.834  -1.29
B -0.504 2.037 -3.232  1.77
O -1.017 1.247 -4.214  -0.78
O -0.711 3.406 -3.306  -0.78
C 1.908 1.508 -2.134  0.29
Cl 2.189 3.277 -2.524  -0.11
C 2.568 0.803 -3.345  0.42
F 2.513 -0.560 -3.266  -0.39
F 1.853 1.130 -4.464  -0.46
C 4.092 1.026 -3.687  0.81
F 4.583 2.251 -3.460  -0.31
F 4.819 0.164 -2.926  -0.35
C 4.438 0.706 -5.186  0.64
F 3.943 1.648 -5.995  -0.27
F 5.792 0.804 -5.222  -0.29
C 4.125 -0.704 -5.755  0.64
F 2.833 -0.841 -6.029  -0.23
F 4.500 -1.658 -4.917  -0.24
F 4.807 -0.833 -6.887  -0.27
H 8.178 -0.753 0.774  0.41
H 6.478 -1.137 0.996  0.35
H 7.244 0.072 2.023  0.07
H 7.770 1.162 -0.432  0.56
H 6.265 0.349 -0.800  -0.17
H 6.544 2.208 1.591  0.47
H 6.124 2.790 -0.049  0.56
H 4.580 0.489 1.058  0.44
H 4.257 2.123 1.724  0.07
H 3.607 3.030 -0.297  0.66
H 4.461 1.859 -1.233  0.77
H 3.690 -0.537 -0.737  0.40
H 2.072 -0.871 -0.292  0.33
H 1.637 2.858 -0.079  0.96
H 2.865 2.053 4.219  0.35
H 1.925 0.622 4.735  0.51
H 1.113 2.141 4.392  0.37
H -1.435 3.209 -1.142  1.16
H 0.147 3.790 -1.118  0.56
H -4.297 1.351 0.136  0.53
H -3.826 -0.314 -0.134  0.39
H -3.364 0.525 1.375  0.30
H -1.227 0.473 2.784  0.16
H -0.653 -1.192 2.697  0.48
H -2.272 -0.847 2.170  0.52
H 0.731 -0.829 -1.712  1.17
H 0.364 -0.381 -3.326  1.89
H -1.416 -1.277 -4.099  0.23
H -2.687 -1.752 -2.985  0.23
H -0.064 -3.082 -3.502  0.33
H -0.602 -3.051 -1.798  0.18
H -1.610 -3.750 -3.063  0.48
H -1.943 1.443 -4.393  0.24
H -1.649 3.621 -3.363  0.34
C 7.851 -0.711 -7.540  -0.88
C 8.211 -1.386 -8.844  -0.41
O 8.986 -0.511 -9.688  -0.33
C 10.281 -0.450 -9.422  0.33
O 10.871 -1.037 -8.566  -0.51
C 10.972 0.489 -10.432  0.91
F 10.267 1.609 -10.609  -0.25
F 11.085 -0.130 -11.613  -0.25
F 12.185 0.814 -10.005  -0.24
H 7.336 0.231 -7.727  0.31
H 7.203 -1.356 -6.952  0.25
H 8.744 -0.493 -6.955  0.40
H 7.319 -1.620 -9.420  0.33
H 8.756 -2.315 -8.679  0.33
C -6.542 -1.217 -6.598  -1.10
C -7.352 -2.084 -5.662  -0.22
O -6.660 -2.285 -4.404  -0.29
C -6.773 -1.321 -3.516  0.18
O -7.374 -0.294 -3.611  -0.52
C -6.023 -1.721 -2.231  1.12
F -4.815 -2.236 -2.492  -0.31
F -6.716 -2.630 -1.538  -0.29
F -5.846 -0.660 -1.440  -0.20
H -5.549 -1.642 -6.748  0.29
H -7.041 -1.146 -7.563  0.38
H -6.422 -0.211 -6.197  0.31
H -7.486 -3.081 -6.071  0.33
H -8.337 -1.663 -5.470  0.34
C -8.963 -1.708 0.628  -1.15
C -7.991 -0.604 0.981  0.01
O -8.511 0.240 2.030  -0.35
C -8.345 -0.205 3.263  0.35
O -7.807 -1.215 3.603  -0.52
C -8.907 0.826 4.261  0.86
F -10.098 1.283 3.879  -0.26
F -8.072 1.870 4.354  -0.27
F -9.029 0.281 5.469  -0.26
H -9.934 -1.282 0.372  0.34
H -8.596 -2.274 -0.221  0.29
H -9.111 -2.391 1.463  0.33
H -7.845 0.057 0.130  0.28
H -7.017 -0.996 1.273  0.30
C 5.902 -3.735 6.888  -1.12
C 5.047 -2.552 7.279  -0.21
O 5.520 -1.335 6.653  -0.30
C 5.135 -1.125 5.414  0.30
O 4.429 -1.811 4.735  -0.50
C 5.698 0.224 4.922  0.97
F 6.976 0.384 5.253  -0.27
F 4.997 1.234 5.461  -0.29
F 5.595 0.306 3.594  -0.28
H 6.949 -3.541 7.120  0.31
H 5.581 -4.621 7.432  0.38
H 5.827 -3.939 5.820  0.31
H 5.111 -2.360 8.347  0.33
H 4.000 -2.707 7.026  0.30
C -8.840 0.171 8.437  -0.89
C -9.645 -0.689 9.383  -0.32
O -8.931 -0.930 10.615  -0.32
C -8.999 0.031 11.521  0.33
O -9.582 1.068 11.434  -0.50
C -8.221 -0.396 12.783  0.91
F -7.043 -0.942 12.464  -0.25
F -8.933 -1.301 13.464  -0.25
F -8.003 0.651 13.568  -0.24
H -7.860 -0.274 8.257  0.27
H -9.358 0.279 7.491  0.28
H -8.681 1.165 8.857  0.36
H -9.817 -1.676 8.960  0.34
H -10.615 -0.245 9.603  0.33

Output
- E_tot (Eh) = -7217.976045
- HOMO-LUMO gap (eV) = 9.16
- molecular weight (g mol⁻¹) = 1598.00
- lowest unoccupied orbital energy (eV) = -2.673
- net charge = +1
- highest occupied orbital energy (eV) = -11.83